Computed, not measured: a 14-piece molecular cluster, C78H196N12O26 overall at a distorted geometry, with the ωB97M-V functional and the def2-TZVPD basis.

Properties
DFT total energy in hartree: -5701.80445
HOMO-LUMO gap in hartree: 0.3189

```
312
C78H196N12O26 the ωB97M-V functional and the def2-TZVPD basis
C -0.58 7.23 -0.44
H 13.60 -2.06 -2.36
H -0.87 -6.89 3.19
C -0.23 -3.20 5.46
C -3.30 -1.31 6.51
H -4.06 1.75 4.78
H 3.09 0.99 -0.47
H -2.24 3.68 -0.54
O 9.74 0.64 -0.75
H 3.34 4.83 -2.78
H -6.07 -1.52 -5.68
C -1.42 -6.65 2.28
H -5.61 7.29 0.09
N -0.39 -1.47 1.74
H -2.37 -7.08 -2.41
C -4.84 2.58 -2.90
O -6.17 -4.54 -1.63
H -4.00 7.27 0.89
O 3.79 -2.90 0.59
O -5.57 -1.75 -6.46
H 5.13 1.32 3.49
C 5.37 -0.53 -2.40
H 6.68 -0.89 -4.49
H 3.85 3.19 -6.35
H 0.53 6.33 4.14
C 0.68 0.27 4.49
H 1.54 11.91 -1.53
H 3.36 3.17 2.36
H -1.95 4.04 1.25
C -3.02 -8.68 -3.67
C -1.53 3.86 0.27
H -7.75 -3.03 -0.31
H -2.96 -2.13 -6.89
H -0.36 -5.67 -3.21
H -0.29 0.61 1.82
H -0.75 -4.85 -4.77
C 5.81 1.13 2.66
N -5.51 3.40 3.00
H 3.94 7.04 -2.20
C -2.89 -6.23 2.72
C 3.64 3.83 1.53
C 15.10 2.18 -2.66
H -2.79 -6.28 -4.83
H -7.87 -8.07 2.06
H 11.53 -1.28 -1.59
H 3.76 0.74 -3.01
H 7.75 0.43 -4.50
H -4.90 -5.99 -0.62
C -4.37 -6.77 4.71
H 1.24 0.48 5.40
H -0.92 5.30 5.71
O 0.48 4.29 7.98
C 0.00 0.13 -0.29
H -6.35 3.24 1.10
C -7.40 -5.26 -1.53
H -0.95 2.99 0.59
H -1.48 -3.78 8.53
H 2.41 -1.16 -5.86
O 6.28 0.43 -2.94
H 2.50 -4.39 -0.02
C -9.49 -3.77 0.45
C -3.85 1.52 3.74
H -2.84 -5.21 3.09
O 3.52 5.16 2.07
H -2.38 -0.74 6.62
C 0.80 5.17 6.91
H 2.64 -2.46 2.20
O -3.35 -2.41 7.43
C 13.27 -1.09 -2.72
H 0.42 5.87 9.30
N -0.47 -2.95 6.86
H 3.90 9.02 -4.56
H -10.30 -2.85 2.26
O -0.62 4.91 -0.06
H 1.84 3.75 3.88
C -1.42 -3.88 7.45
H -3.32 -1.69 -5.15
H -4.49 -7.59 5.42
O 14.51 0.93 -3.18
C 5.74 3.57 -8.02
C -6.55 5.32 1.68
H -0.64 10.07 -2.15
H 0.89 -1.50 -4.35
H -5.78 2.96 -3.30
H -2.29 3.11 4.89
H -3.82 -8.09 -4.14
N -2.09 -7.57 -3.24
H 0.04 1.15 4.37
H 0.53 7.90 -3.42
H 6.10 0.66 -5.01
H -4.62 3.01 -0.70
H 0.48 12.07 -2.97
H -4.08 -5.86 5.24
H 0.04 3.81 5.53
H 1.87 5.33 6.85
H 4.66 3.56 1.28
C 3.95 6.78 -3.26
O -3.34 -3.51 1.33
H 0.37 -4.11 5.38
H 13.39 -0.93 -3.80
H -1.11 -3.42 4.87
C 4.80 8.86 -3.97
H 1.99 5.11 9.27
H 0.80 4.28 10.09
H -5.81 1.70 -1.34
H 6.43 -0.66 3.67
H -1.80 -8.37 -0.43
H -2.86 -6.96 0.01
H 2.29 -0.53 0.05
C 4.22 5.28 -3.25
H -7.49 3.31 2.36
C -4.79 -2.86 -6.13
C -1.15 -5.37 -3.90
H 0.59 9.86 -0.94
H -0.66 -3.60 -1.98
H 0.46 6.18 7.15
H 11.40 0.58 -3.80
H -3.73 0.44 3.83
C -5.48 -3.48 -4.92
H -4.83 4.09 2.70
H -1.16 3.40 3.52
H -2.99 -3.82 5.91
H -5.73 1.30 2.71
H -2.24 -2.70 -2.44
H -5.26 1.30 -4.27
H 1.10 0.02 -3.43
O 1.39 10.26 -2.79
H -1.72 0.69 -5.60
H -7.42 -1.15 3.15
C -4.96 2.06 2.75
H 1.47 7.84 -2.04
C -3.52 -9.54 -2.56
C -9.45 -2.74 1.59
C 0.09 4.89 5.64
C 9.90 0.53 -2.16
O -4.63 1.34 -3.55
C -8.52 -4.19 -1.77
C -5.25 -9.35 -0.96
C 2.32 5.54 2.64
C -5.05 7.03 0.99
H 1.90 -2.76 -0.19
H -5.85 -5.55 3.57
C -8.06 -2.01 3.36
H 3.00 -3.23 -1.39
C 0.35 9.64 -1.98
C -2.79 -3.60 6.95
H 6.54 4.09 -8.56
H -4.55 1.97 1.74
H -6.53 -3.71 -5.09
O -2.50 1.82 3.34
H 4.66 9.31 -2.99
H -5.26 7.64 1.87
H 6.47 3.64 3.07
H 4.05 -0.62 2.00
H -7.43 -2.53 4.08
H -3.56 -6.14 1.86
H 13.52 0.35 -1.31
C 1.92 4.82 4.07
H -7.46 -5.77 -0.57
C 2.48 -0.51 -4.98
H -3.72 4.50 -2.52
H -5.10 -10.34 -0.51
C 6.72 0.17 -4.26
H -1.63 0.06 1.09
C -5.76 -6.46 4.15
C 8.55 1.31 -0.35
O -1.41 -7.75 1.35
H -1.67 6.39 1.06
H -9.00 -1.70 3.81
H -10.49 -3.80 0.02
H 5.84 3.17 -4.08
H 7.60 0.84 -0.62
H -7.07 5.43 0.73
H -9.50 -4.49 -2.13
C 1.40 11.64 -2.58
C -7.59 -7.44 2.90
H 5.66 -2.79 2.38
C -6.54 3.75 2.04
H 8.23 3.37 3.15
H 5.12 5.18 -2.64
H -6.58 -6.40 4.87
O 5.97 3.51 -6.66
H -4.77 -3.57 -6.96
H 3.18 -0.62 -2.06
H -0.85 -2.03 7.05
H -8.16 -3.56 -2.58
H -7.57 -5.99 -2.33
C 3.84 -0.33 -2.88
H 4.92 4.22 -8.31
H 2.70 0.50 -5.32
N 4.34 4.83 -4.56
H -2.81 -3.32 -5.49
C 1.12 -0.43 -4.42
H -1.34 -0.69 -4.61
H -1.21 -4.90 7.11
H 3.20 -4.06 2.17
H 2.89 3.56 0.79
H -7.72 -6.43 2.50
H -1.27 -6.63 -0.42
C -1.39 -3.32 -2.74
H -0.83 -3.53 1.56
C 14.16 -0.05 -2.10
H -2.73 3.03 -2.69
N -0.51 7.24 -1.83
H -6.08 -9.49 -1.65
O -6.20 -7.58 3.35
H -0.33 6.28 -2.10
O -5.30 5.71 1.35
C -2.69 -2.24 1.13
C -4.71 -3.29 1.41
H 3.94 -1.81 -4.55
H -4.10 -10.32 -3.04
C -4.87 2.25 -1.45
N 11.82 -0.89 -2.48
H -3.30 -4.47 7.35
H 0.45 7.24 -0.09
H 5.61 -1.56 -2.67
H -3.34 3.78 -4.07
O -0.08 -0.90 4.49
C -1.87 -7.40 0.06
H 2.20 12.21 -3.05
H -8.24 -7.57 3.76
C -1.16 -2.55 1.21
N -8.67 -3.31 -0.62
H -5.08 -2.64 0.62
C -1.90 -6.67 -4.33
H 5.03 1.88 -6.12
C 7.25 2.98 3.44
H 16.13 2.06 -2.34
H 2.59 5.11 4.88
H -4.98 -4.36 -4.51
C -1.42 6.16 0.03
H 2.47 6.61 2.73
H 5.51 -0.50 -1.32
C -5.01 -5.39 -1.52
H 0.25 -0.73 -0.90
H -4.16 -4.71 -1.45
H 2.91 6.91 -3.55
H 9.48 1.32 -2.78
C -3.32 -2.47 -5.92
O -2.05 -4.49 -3.25
H 1.56 -2.01 5.15
C 5.94 -0.43 2.72
H -4.10 -0.58 6.53
H -2.56 -9.28 -4.46
O -8.18 -2.79 2.22
H 14.53 2.74 -1.92
H -0.48 -1.37 2.75
H 4.62 -2.83 3.73
H -9.61 -1.69 1.33
H 5.75 9.23 -4.38
H 8.55 2.36 -0.63
H -5.47 -2.73 -4.13
C -1.01 0.32 -4.86
H -9.09 -4.74 0.73
C -0.57 -0.21 1.16
H -5.79 -8.79 -0.19
C 0.58 -2.08 4.68
H 8.45 1.10 0.71
C 11.41 0.49 -2.71
H -2.82 3.82 3.35
H 4.24 2.82 -3.87
C -3.63 3.54 -3.04
H 6.67 -0.67 1.95
H -0.75 -2.76 -3.42
H -2.64 -9.95 -2.06
N 4.60 -1.00 2.76
H 2.68 0.75 1.18
O -4.25 -8.71 -1.72
N 0.55 5.34 4.32
H 4.99 5.41 -5.06
C 2.32 0.55 0.17
C 2.79 -3.39 -0.33
C 4.85 2.95 -5.99
O 7.08 1.67 2.72
H -2.79 -1.80 0.14
H -5.07 -6.02 -2.40
H 15.09 -0.51 -1.75
H 1.50 5.47 1.93
H 15.21 2.94 -3.44
C 4.88 3.38 -4.54
C 0.92 4.91 9.21
H -0.96 -5.75 1.87
C 3.52 -3.04 1.95
H -2.36 6.01 -0.51
C 0.48 8.16 -2.36
H -7.05 5.88 2.47
H 0.81 -2.55 3.72
H -4.84 -2.78 2.36
H -1.16 0.90 -3.95
C -2.16 3.09 3.81
H -1.03 8.20 -0.21
H 5.70 2.67 -8.62
H -3.30 -1.65 5.48
H -3.14 -1.48 1.78
H 7.28 2.91 4.53
H -1.32 -7.12 -5.14
C 4.69 -2.44 2.71
H 1.43 0.29 3.70
H -3.72 -8.00 3.19
H -0.77 -2.57 0.20
H 11.88 1.37 -2.26
N 3.44 -1.11 -4.04
H -0.84 0.62 -0.80
H -4.08 1.52 -1.29
O 1.09 1.05 -0.11
H 5.30 1.27 1.70
O 0.36 0.44 -5.23
H -5.33 -4.17 1.22
H 9.39 -0.33 -2.58
O 5.04 7.45 -3.92
N -3.39 -7.19 3.70
```

Atom charges from the Löwdin analysis, given in e for atoms 1 to 99:
1. C -0.2828
2. H 0.1152
3. H 0.1152
4. C -0.1831
5. C -0.0983
6. H 0.1143
7. H 0.0856
8. H 0.0676
9. O -0.1691
10. H 0.1249
11. H 0.0735
12. C -0.1647
13. H 0.0984
14. N -0.0596
15. H 0.0725
16. C -0.4844
17. O -0.2145
18. H 0.0729
19. O -0.2025
20. O -0.0445
21. H 0.1217
22. C -0.1604
23. H 0.0848
24. H 0.1251
25. H 0.1024
26. C -0.0876
27. H 0.0836
28. H 0.0617
29. H 0.0660
30. C -0.1786
31. C -0.0843
32. H 0.1000
33. H 0.0885
34. H 0.1192
35. H 0.1131
36. H 0.1174
37. C -0.2661
38. N -0.0545
39. H 0.1136
40. C -0.1867
41. C -0.0731
42. C -0.0990
43. H 0.1065
44. H 0.0785
45. H 0.1041
46. H 0.1052
47. H 0.0818
48. H 0.0683
49. C -0.1755
50. H 0.0950
51. H 0.1234
52. O -0.1580
53. C -0.1360
54. H 0.0844
55. C -0.1942
56. H 0.0820
57. H 0.1272
58. H 0.1271
59. O -0.1980
60. H 0.0873
61. C -0.2052
62. C -0.1775
63. H 0.0993
64. O -0.1946
65. H 0.0761
66. C -0.2656
67. H 0.0999
68. O -0.1416
69. C -0.2123
70. H 0.0836
71. N -0.0489
72. H 0.0882
73. H 0.1127
74. O -0.1747
75. H 0.1003
76. C -0.2017
77. H 0.0679
78. H 0.1164
79. O -0.2086
80. C -0.1575
81. C -0.2191
82. H 0.1235
83. H 0.1127
84. H 0.1395
85. H 0.0919
86. H 0.1093
87. N -0.0367
88. H 0.0761
89. H 0.1245
90. H 0.0582
91. H 0.0645
92. H 0.0855
93. H 0.0960
94. H 0.1018
95. H 0.1138
96. H 0.0807
97. C -0.2248
98. O -0.2056
99. H 0.1186